# C67H158N10O16

10 unconnected molecules or ions with the total composition C67H158N10O16 in a non-equilibrium geometry (ωB97M-V/def2-TZVPD, the OMol25 dataset).

Each line ends with the Mulliken charge.
Atoms and positions in Å:
C: 4.35 -2.93 0.84  -1.729
C: 5.50 -3.85 1.52  1.417
C: 6.83 -2.99 1.45  -1.874
C: 5.07 -4.00 2.99  -0.806
C: 5.93 -5.20 3.62  -0.993
C: 5.67 -6.52 2.91  -0.828
C: 6.11 -6.35 1.42  1.060
C: 7.69 -6.46 1.37  -1.704
C: 5.40 -7.50 0.72  -1.752
N: 5.69 -5.04 0.76  1.041
O: 5.91 -4.86 -0.62  -0.523
H: 4.79 -2.41 -0.01  0.463
H: 3.46 -3.50 0.58  0.180
H: 3.90 -2.15 1.44  0.372
H: 6.88 -2.01 1.93  0.348
H: 7.66 -3.41 2.03  0.371
H: 7.03 -2.98 0.38  0.416
H: 5.33 -3.13 3.60  0.379
H: 3.99 -4.14 3.13  0.310
H: 7.02 -5.18 3.56  0.299
H: 5.65 -5.31 4.67  0.482
H: 4.61 -6.79 2.98  0.147
H: 6.11 -7.39 3.40  0.406
H: 8.08 -7.44 1.62  0.452
H: 8.17 -5.71 1.99  0.302
H: 8.06 -6.29 0.36  0.354
H: 5.43 -7.34 -0.36  0.347
H: 4.41 -7.75 1.10  0.220
H: 6.10 -8.32 0.86  0.535
H: 5.03 -4.80 -1.00  0.187
C: 2.73 7.45 4.10  -1.847
C: 2.57 5.91 4.03  1.834
C: 3.78 5.10 4.58  -1.820
C: 1.37 5.44 4.81  -0.917
C: -0.03 6.02 4.20  -1.241
C: -0.17 5.58 2.75  -0.703
C: 1.04 5.79 1.89  1.423
C: 0.83 4.86 0.68  -2.398
C: 0.94 7.35 1.36  -1.606
N: 2.29 5.43 2.60  1.093
O: 3.44 5.46 1.88  -0.470
H: 3.10 7.72 5.09  0.420
H: 3.50 7.60 3.35  0.360
H: 1.86 8.06 3.86  0.248
H: 3.82 5.20 5.66  0.601
H: 3.67 4.03 4.36  -0.003
H: 4.74 5.45 4.19  0.371
H: 1.22 4.42 4.47  -0.088
H: 1.59 5.36 5.88  0.665
H: -0.81 5.42 4.65  0.520
H: -0.21 7.09 4.30  0.489
H: -0.96 6.16 2.28  0.516
H: -0.56 4.56 2.76  -0.163
H: 0.11 5.25 -0.04  0.486
H: 0.61 3.82 0.91  0.456
H: 1.69 4.93 0.02  0.357
H: 0.28 7.76 0.60  0.388
H: 1.98 7.60 1.15  0.326
H: 0.77 8.00 2.22  0.323
H: 3.68 4.54 1.81  0.302
C: 4.21 1.88 6.30  -1.581
C: 3.02 0.90 6.29  1.573
C: 3.36 -0.59 6.59  -1.799
C: 2.21 1.29 7.50  -1.573
C: 0.72 1.06 7.58  -0.807
C: 0.21 1.59 6.27  -1.523
C: 0.76 0.92 4.94  2.221
C: 0.34 -0.60 4.87  -2.200
C: -0.02 1.68 3.82  -1.537
N: 2.22 1.16 5.04  1.090
O: 2.89 0.72 3.91  0.038
H: 3.91 2.91 6.07  0.033
H: 4.72 1.99 7.25  0.414
H: 4.86 1.47 5.53  0.405
H: 3.61 -1.05 5.64  0.223
H: 4.20 -0.65 7.28  0.518
H: 2.60 -1.29 6.93  0.334
H: 2.52 0.79 8.42  0.443
H: 2.24 2.37 7.61  0.448
H: 0.57 -0.02 7.60  0.373
H: 0.16 1.70 8.26  0.432
H: 0.15 2.67 6.40  0.173
H: -0.86 1.35 6.34  0.493
H: -0.72 -0.82 5.00  0.473
H: 0.76 -1.11 5.74  0.491
H: 0.71 -1.14 3.99  0.262
H: -0.53 2.62 4.00  0.407
H: -0.76 0.98 3.42  0.804
H: 0.64 1.75 2.95  -0.492
H: 2.84 1.47 3.31  -0.096
C: -2.88 1.90 -0.54  -0.249
O: -1.50 1.62 -0.77  -0.500
C: -0.87 0.91 0.30  -0.321
C: 0.57 0.58 -0.04  1.036
C: 0.82 -0.45 -1.15  -2.591
N: 1.47 0.13 1.07  0.239
H: -3.36 0.96 -0.31  0.151
H: -3.37 2.06 -1.50  0.026
H: -3.13 2.71 0.15  0.238
H: -1.02 1.37 1.27  0.226
H: -1.55 0.12 0.61  0.306
H: 1.06 1.49 -0.38  -0.207
H: 1.85 -0.73 -1.32  0.839
H: 0.45 0.00 -2.07  0.502
H: 0.63 -1.46 -0.77  0.306
H: 1.55 -0.88 1.04  0.145
H: 1.12 0.44 1.96  -0.191
C: -7.00 -3.85 -9.70  -0.674
O: -6.86 -3.09 -8.48  -0.326
C: -6.03 -1.90 -8.51  -0.410
C: -6.36 -1.12 -7.22  -0.667
N: -5.22 -0.55 -6.57  -0.327
C: -5.72 0.34 -5.52  -0.787
C: -4.67 0.71 -4.42  -0.383
O: -3.92 -0.45 -4.09  -0.418
C: -2.48 -0.02 -3.99  -0.560
H: -7.71 -3.36 -10.36  0.258
H: -7.34 -4.87 -9.53  0.239
H: -5.99 -3.90 -10.11  0.285
H: -6.38 -1.20 -9.27  0.243
H: -4.99 -2.20 -8.62  0.392
H: -7.15 -1.55 -6.60  0.442
H: -6.95 -0.28 -7.61  0.293
H: -4.55 -1.14 -6.10  0.244
H: -6.43 -0.20 -4.89  0.338
H: -6.11 1.29 -5.90  0.363
H: -5.15 1.24 -3.60  0.226
H: -4.10 1.46 -4.96  0.418
H: -2.22 0.25 -2.96  0.022
H: -2.10 0.69 -4.73  0.476
H: -1.93 -0.96 -4.09  0.314
C: -8.77 8.58 -5.88  -0.735
O: -8.50 7.31 -5.23  -0.309
C: -7.59 6.42 -5.80  -0.660
C: -7.47 5.12 -5.05  -0.398
N: -6.35 5.20 -4.11  -0.348
C: -6.42 4.43 -2.83  -1.029
C: -5.10 4.48 -2.06  0.246
O: -4.83 5.83 -1.54  -0.365
C: -4.05 5.98 -0.39  -0.590
H: -7.89 9.19 -6.10  0.301
H: -9.46 9.10 -5.21  0.246
H: -9.22 8.49 -6.86  0.293
H: -6.67 7.02 -5.83  0.380
H: -8.11 6.19 -6.73  0.401
H: -7.45 4.23 -5.68  0.224
H: -8.40 5.09 -4.49  0.361
H: -6.12 6.10 -3.71  0.254
H: -6.70 3.39 -2.97  0.531
H: -7.15 4.88 -2.14  0.390
H: -4.33 4.11 -2.74  0.208
H: -5.12 3.68 -1.32  -0.031
H: -3.45 5.15 -0.03  0.091
H: -4.84 6.07 0.36  0.349
H: -3.52 6.93 -0.43  0.277
C: 10.50 6.47 -4.37  -0.784
O: 9.38 6.75 -3.54  -0.288
C: 8.86 5.53 -3.11  -0.493
C: 7.63 5.83 -2.24  -0.703
N: 6.95 4.61 -1.90  -0.353
C: 5.62 4.94 -1.24  -0.878
C: 4.84 3.73 -0.89  -0.218
O: 5.19 3.30 0.44  -0.483
C: 4.34 2.19 0.78  -0.956
H: 11.35 6.03 -3.85  0.326
H: 10.86 7.36 -4.90  0.279
H: 10.37 5.71 -5.14  0.322
H: 9.43 4.99 -2.35  0.279
H: 8.69 4.77 -3.87  0.402
H: 6.90 6.57 -2.57  0.398
H: 7.88 6.15 -1.23  0.340
H: 7.46 4.03 -1.26  0.284
H: 5.05 5.47 -2.00  0.435
H: 5.58 5.56 -0.34  0.308
H: 5.14 2.81 -1.39  0.530
H: 3.78 3.95 -0.97  0.039
H: 4.41 1.91 1.84  0.254
H: 4.71 1.33 0.22  0.554
H: 3.31 2.39 0.51  0.401
C: -6.04 1.18 1.75  -0.650
O: -6.68 0.48 0.73  -0.382
C: -6.43 -0.91 0.79  0.203
C: -7.30 -1.69 -0.20  -1.010
N: -8.73 -1.44 0.14  -0.286
C: -9.30 -2.27 1.26  -0.682
C: -9.28 -3.74 1.03  -0.126
O: -9.34 -4.24 2.34  -0.310
C: -9.27 -5.68 2.38  -0.772
H: -4.97 1.00 1.67  0.114
H: -6.37 1.00 2.77  0.359
H: -6.05 2.25 1.51  0.290
H: -6.60 -1.27 1.80  0.322
H: -5.42 -1.11 0.42  0.021
H: -7.10 -2.76 -0.23  0.154
H: -7.14 -1.26 -1.19  0.409
H: -9.11 -0.52 -0.07  0.285
H: -10.31 -1.94 1.53  0.408
H: -8.72 -1.88 2.10  0.282
H: -8.33 -4.03 0.57  0.159
H: -10.08 -4.10 0.38  0.311
H: -10.12 -6.14 1.87  0.305
H: -9.06 -5.91 3.42  0.257
H: -8.45 -6.11 1.81  0.315
C: 6.01 -4.16 -5.36  -0.839
O: 5.10 -3.60 -4.37  -0.320
C: 3.74 -3.21 -4.88  -0.827
C: 3.02 -2.64 -3.70  -0.798
N: 3.01 -3.59 -2.56  0.318
C: 2.02 -4.57 -2.43  -1.113
C: 2.28 -5.69 -1.45  0.944
O: 1.61 -6.77 -2.23  -0.473
C: 1.98 -8.05 -1.79  -0.515
H: 5.51 -5.09 -5.64  0.366
H: 6.89 -4.54 -4.84  0.222
H: 6.25 -3.40 -6.11  0.280
H: 3.22 -4.07 -5.29  0.354
H: 3.84 -2.49 -5.69  0.516
H: 2.07 -2.16 -3.94  0.432
H: 3.66 -1.81 -3.38  0.343
H: 3.88 -4.03 -2.83  0.271
H: 1.96 -5.12 -3.37  0.415
H: 1.11 -4.12 -2.04  0.086
H: 1.83 -5.57 -0.46  -0.137
H: 3.33 -5.96 -1.37  -0.051
H: 1.53 -8.24 -0.82  0.069
H: 3.07 -7.98 -1.69  0.260
H: 1.66 -8.75 -2.56  0.292
C: 0.99 -6.33 2.44  -1.194
O: 0.06 -6.44 1.39  0.015
C: -0.96 -7.42 1.58  -0.717
C: -2.01 -7.18 0.54  -0.665
N: -2.85 -6.08 1.08  -0.455
C: -2.15 -4.80 1.25  0.200
C: -3.00 -3.53 1.62  -0.817
O: -3.73 -3.12 0.45  -0.267
C: -2.98 -2.52 -0.59  -0.770
H: 0.54 -6.42 3.43  0.536
H: 1.52 -5.38 2.37  0.202
H: 1.82 -7.03 2.36  0.388
H: -1.33 -7.42 2.60  0.366
H: -0.63 -8.45 1.40  0.445
H: -2.65 -8.06 0.42  0.467
H: -1.53 -6.95 -0.42  0.297
H: -3.57 -6.00 0.38  0.258
H: -1.64 -4.59 0.30  0.096
H: -1.36 -4.84 2.00  -0.006
H: -2.39 -2.79 2.13  0.264
H: -3.79 -4.04 2.17  0.475
H: -2.18 -1.85 -0.28  0.350
H: -3.56 -1.89 -1.26  0.169
H: -2.50 -3.25 -1.24  0.415

Calculated values
gap between HOMO and LUMO: 8.2 eV
SMILES string: CC1(C)CCCC(C)(C)N1O.CC1(C)CCCC(C)(C)N1O.CC1(C)CCCC(C)(C)N1O.COC[C@H](C)N.COCCNCCOC.COCCNCCOC.COCCNCCOC.COCCNCCOC.COCCNCCOC.COCCNCCOC
energy: -119678.915 eV


# C26H43IN2O10S

A molecular structure, C26H43IN2O10S in a non-equilibrium geometry (ωB97M-V/def2-TZVPD, the OMol25 dataset).

Each line ends with the Mulliken charge.
Atoms and positions in Å:
C: 4.96 -0.38 1.62  -1.614
C: 3.42 -0.63 1.46  0.193
N: 2.78 0.06 0.27  -0.410
I: 4.12 -0.30 -1.34  0.395
C: 2.75 1.56 0.43  -1.521
C: 1.32 2.17 0.58  1.723
C: 1.30 3.73 0.24  -1.084
C: -0.02 4.35 0.87  -0.115
C: -0.49 5.68 0.13  -0.488
C: -1.78 5.44 -0.73  0.480
O: -1.69 5.57 -1.93  -0.533
O: -3.01 5.14 -0.15  -0.487
C: 0.89 2.08 2.12  0.123
O: 1.67 2.44 3.03  -0.768
O: -0.31 1.65 2.32  -0.601
O: 0.29 1.58 -0.25  -0.396
C: 0.78 0.55 -1.09  -0.002
S: -0.58 -0.31 -2.04  -0.237
C: 1.47 -0.52 -0.17  -0.739
C: 0.51 -0.99 0.98  0.071
C: 0.30 -2.58 1.04  -1.329
C: -1.13 -3.04 0.56  -0.495
C: -2.32 -2.44 1.40  -1.165
N: -2.99 -1.43 0.52  0.603
C: -3.94 -2.11 -0.42  -0.855
C: -3.65 -0.40 1.30  0.167
C: -4.88 -0.69 2.26  -0.934
O: -3.31 0.75 1.23  -0.491
H: 5.29 0.64 1.32  0.376
H: 5.61 -1.18 1.17  0.403
H: 5.18 -0.44 2.73  0.381
H: 2.92 -0.18 2.36  0.477
H: 3.18 -1.73 1.49  0.375
H: 3.23 2.04 -0.47  0.186
H: 3.36 1.86 1.32  0.508
H: 1.15 3.83 -0.88  0.402
H: 2.22 4.26 0.58  0.272
H: 0.13 4.63 1.95  0.293
H: -0.87 3.62 0.78  -0.063
H: 0.36 6.08 -0.47  0.313
H: -0.79 6.45 0.90  0.354
H: -2.86 4.40 0.48  0.396
H: 1.44 1.00 -1.88  0.344
H: -1.40 0.65 -2.56  0.202
H: 1.68 -1.43 -0.81  0.668
H: 0.74 -0.59 2.00  0.532
H: -0.51 -0.58 0.72  0.046
H: 0.47 -2.90 2.10  0.355
H: 1.13 -3.05 0.43  0.433
H: -1.15 -4.16 0.51  0.437
H: -1.24 -2.67 -0.50  0.149
H: -3.04 -3.21 1.80  0.569
H: -1.90 -1.85 2.27  0.528
H: -3.90 -3.20 -0.18  0.384
H: -4.96 -1.68 -0.27  0.184
H: -3.68 -1.92 -1.50  0.166
H: -5.05 0.17 2.95  0.350
H: -5.78 -0.75 1.59  0.221
H: -4.78 -1.67 2.79  0.292
O: -6.17 -3.64 -0.85  -0.527
C: -7.23 -3.26 -1.25  0.516
O: -7.62 -1.96 -1.24  -0.317
C: -8.98 -1.86 -1.68  -0.465
C: -9.23 -3.11 -2.49  -0.484
C: -8.34 -4.13 -1.79  -0.486
H: -9.63 -1.79 -0.80  0.276
H: -9.11 -0.95 -2.28  0.304
H: -10.28 -3.40 -2.52  0.320
H: -8.89 -2.97 -3.52  0.273
H: -8.85 -4.61 -0.96  0.270
H: -7.96 -4.87 -2.49  0.305
O: 7.36 0.41 0.65  -0.525
C: 8.19 0.23 -0.19  0.435
O: 8.66 -1.00 -0.53  -0.366
C: 9.72 -0.85 -1.49  -0.440
C: 9.50 0.50 -2.13  -0.484
C: 8.89 1.30 -0.99  -0.345
H: 10.68 -0.91 -0.97  0.275
H: 9.67 -1.66 -2.22  0.325
H: 10.41 0.94 -2.54  0.318
H: 8.77 0.41 -2.95  0.250
H: 9.65 1.77 -0.37  0.276
H: 8.18 2.04 -1.36  0.269

Calculated values
gap between HOMO and LUMO: 5.2 eV
energy: -70045.942 eV


> Which of these has the highest gap between HOMO and LUMO?

C67H158N10O16


> Which of these has the highest energy?

C26H43IN2O10S


> Which value of gap between HOMO and LUMO does entry 2 give?

5.2 eV